The following is a DFT calculation (wB97M-V/def2-TZVPD) of a cluster of 2 separate species, CH7N2 in total.

Output
Frontier orbital gap, eV: 10.586
Strongest force on any atom, hartree/bohr: 0.0490
E_HOMO, eV: -15.792
E_LUMO, eV: -5.206
Charge: +1
Calculated total energy, eV: -4123.29844
Energy relative to the best compared isomer or geometry (same formula, charge and spin), kJ/mol: 59.23

Positions of all 10 atoms, in Å:
C -2.131 -0.141 -0.282
N -1.038 0.224 0.266
N 1.684 -0.168 -0.036
H -3.121 0.332 -0.063
H -2.091 -0.966 -1.120
H -0.089 -0.249 0.029
H -1.043 0.953 0.978
H 2.063 -0.336 0.916
H 2.537 -0.300 -0.667
H 1.534 0.895 -0.011

Force components x, y, z for each atom (eV/Å):
-0.27 -1.06 -1.74
-0.33 -0.82 -0.33
1.31 1.91 0.16
1.09 -0.39 0.01
-0.06 1.66 1.89
-0.36 0.56 0.16
-0.01 -0.09 -0.07
-0.28 -0.15 -0.70
-1.74 0.13 0.92
0.65 -1.76 -0.30

=====

The following is a DFT calculation (wB97M-V/def2-TZVPD) of an isolated molecule of C7H7IN2O.

Output
Frontier orbital gap, eV: 8.575
Strongest force on any atom, hartree/bohr: 0.1015
SMILES: C#CCO/C=N/C=C\C=N\I
E_HOMO, eV: -8.594
E_LUMO, eV: -0.019
Calculated total energy, eV: -20495.37314
Energy relative to the best compared isomer or geometry (same formula, charge and spin), kJ/mol: 406.67

Positions of all 18 atoms, in Å:
C 0.105 1.560 -1.855
C 0.536 2.041 -0.811
C 0.814 2.369 0.607
O 0.028 1.564 1.565
C 0.177 0.296 1.304
N 1.095 -0.272 0.626
C 1.044 -1.628 0.353
C 0.145 -2.272 -0.383
C -1.133 -1.693 -0.631
N -1.703 -1.074 0.267
I -3.564 -0.156 0.000
H -0.108 1.388 -2.965
H 0.559 3.443 0.841
H 1.838 2.351 0.792
H -0.558 -0.432 1.886
H 1.992 -2.147 0.691
H 0.289 -3.373 -0.670
H -1.555 -1.966 -1.617

Force components x, y, z for each atom (eV/Å):
0.86 1.33 -0.66
-1.41 -1.23 -1.07
-2.12 1.91 -0.25
1.11 1.38 -1.62
-1.11 -4.50 2.41
-0.39 0.76 0.17
2.64 -0.07 0.78
0.56 -2.39 0.33
-0.35 -1.76 -3.47
-2.24 1.57 2.07
0.55 -0.37 -0.30
0.28 0.12 2.49
-0.24 -1.17 -0.36
1.85 -0.80 0.53
1.41 2.34 -0.99
-1.09 0.50 -0.71
-0.09 1.90 0.38
-0.21 0.49 0.27

=====

The following is a DFT calculation (wB97M-V/def2-TZVPD) of a cluster of 2 separate species, C5H8N2 in total.

Output
Frontier orbital gap, eV: 8.835
Strongest force on any atom, hartree/bohr: 0.0837
E_HOMO, eV: -8.088
E_LUMO, eV: 0.747
Calculated total energy, eV: -8290.64637
Energy relative to the best compared isomer or geometry (same formula, charge and spin), kJ/mol: 419.71

Positions of all 15 atoms, in Å:
C 1.728 -0.085 -0.158
C 0.780 -2.444 0.403
C 0.913 -1.089 0.267
C -1.425 0.393 -0.864
C -0.586 0.725 0.407
N 2.112 0.846 -0.773
N 0.044 1.902 0.635
H -0.184 -2.871 0.566
H 1.560 -3.181 0.219
H -0.753 0.675 -1.726
H -1.844 -0.620 -0.753
H -2.273 1.059 -0.644
H -1.170 0.438 1.343
H 0.783 1.982 1.354
H 0.314 2.270 -0.278

Force components x, y, z for each atom (eV/Å):
1.58 0.71 -2.17
0.70 2.78 -0.77
-2.04 -1.13 1.06
1.52 1.61 1.85
-2.02 -2.77 2.60
0.14 -1.08 1.19
0.17 -0.13 -1.85
-0.58 -0.07 0.44
0.22 0.34 -0.01
-1.38 -0.66 0.43
0.77 0.33 -0.54
-0.02 0.20 -1.10
1.18 -0.34 -1.13
-0.94 -0.21 -0.63
0.70 0.41 0.62

=====

The following is a DFT calculation (wB97M-V/def2-TZVPD) of the ion C3H9N4S4 with charge +1.

Output
Frontier orbital gap (alpha / beta), eV: 7.829 / 7.831
Strongest force on any atom, hartree/bohr: 0.1177
E_HOMO (alpha / beta), eV: -12.304 / -12.305
E_LUMO (alpha / beta), eV: -4.475 / -4.474
Charge: +1
Calculated total energy, eV: -52545.92770
Energy relative to the best compared isomer or geometry (same formula, charge and spin), kJ/mol: 286.75

Positions of all 20 atoms, in Å:
C -0.343 -0.045 -0.731
C -1.306 -0.213 0.268
C 1.722 -0.204 0.389
N -1.072 -1.094 1.349
N 0.042 -1.542 1.622
N 1.270 -1.051 1.440
N -0.231 1.295 -1.415
S -2.876 -0.964 -0.481
S -1.702 1.561 0.912
S 2.791 -0.872 -0.898
S 2.318 1.518 0.642
H -0.026 -0.823 -1.414
H 1.985 -1.806 1.625
H 0.742 1.660 -1.459
H -0.778 1.882 -0.743
H -0.559 1.298 -2.325
H -2.577 -2.177 -0.027
H -3.017 1.631 0.638
H 2.161 -1.994 -0.950
H 1.453 1.941 1.557

Force components x, y, z for each atom (eV/Å):
5.80 0.82 -1.53
-3.84 1.97 0.54
-2.23 1.41 -1.61
0.91 -1.08 -0.01
-0.53 -0.98 2.41
2.46 -0.21 -1.65
1.68 -1.13 2.51
0.20 0.78 -0.04
-0.29 -0.83 0.84
0.43 1.46 0.78
-0.14 -1.13 -0.37
-0.51 -0.20 0.15
-1.28 1.02 0.17
-0.19 -0.37 0.41
-0.21 0.67 -0.49
-1.30 -0.05 -2.33
-0.01 -0.26 0.09
0.11 -0.24 -0.04
-0.74 -1.50 -0.16
-0.35 -0.15 0.35

=====

The following is a DFT calculation (wB97M-V/def2-TZVPD) of a structure of composition CsO8S2.

Output
Frontier orbital gap (alpha / beta), eV: 4.366 / 3.202
Strongest force on any atom, hartree/bohr: 0.0768
E_HOMO (alpha / beta), eV: -0.418 / -0.418
E_LUMO (alpha / beta), eV: 3.948 / 2.784
Charge: -2
Calculated total energy, eV: -38598.40354
<S²>: 0.764
2S+1: 2
Energy relative to the best compared isomer or geometry (same formula, charge and spin), kJ/mol: 0.00

Positions of all 11 atoms, in Å:
Cs -12.132 12.963 -26.063
S -11.264 13.825 -29.112
O -10.504 12.613 -29.008
O -11.125 14.542 -30.346
O -12.706 13.582 -28.939
O -10.886 14.752 -28.075
S -10.169 15.109 -23.472
O -9.590 15.154 -22.129
O -9.127 15.283 -24.444
O -10.789 13.776 -23.665
O -11.114 16.275 -23.625

Force components x, y, z for each atom (eV/Å):
0.22 0.29 -0.79
-1.87 2.28 -0.91
1.42 -2.88 0.19
1.00 0.43 -3.27
-2.09 -1.59 0.81
1.22 1.41 3.48
-1.82 -2.14 1.27
0.12 0.74 0.54
1.51 1.09 -1.50
-0.40 1.31 0.15
0.69 -0.96 0.02

=====

The following is a DFT calculation (wB97M-V/def2-TZVPD) of a structure of composition C24H33N7O4PRu.

Output
Frontier orbital gap (alpha / beta), eV: 7.942 / 6.252
Strongest force on any atom, hartree/bohr: 0.0101
E_HOMO (alpha / beta), eV: -12.990 / -13.059
E_LUMO (alpha / beta), eV: -5.048 / -6.807
Charge: +2
Calculated total energy, eV: -55899.57172
<S²>: 8.766
2S+1: 6
Energy relative to the best compared isomer or geometry (same formula, charge and spin), kJ/mol: 0.00

Positions of all 70 atoms, in Å:
Ru 0.798 0.819 -0.170
O 2.835 0.954 0.207
C 3.424 0.903 1.384
C 4.671 0.263 1.511
C 5.308 0.194 2.730
C 4.750 0.776 3.876
C 3.555 1.439 3.766
C 2.864 1.503 2.540
C 1.696 2.331 2.460
N 0.884 2.400 1.461
C -0.068 3.509 1.428
C -1.297 3.072 0.661
N -0.849 2.451 -0.577
C -1.317 2.862 -1.696
C -0.979 2.344 -2.997
C -1.606 2.929 -4.111
C -1.334 2.505 -5.390
C -0.413 1.474 -5.577
C 0.218 0.879 -4.503
C -0.048 1.298 -3.193
O 0.577 0.688 -2.193
H 5.126 -0.154 0.620
H 6.267 -0.305 2.799
H 5.272 0.729 4.822
H 3.126 1.934 4.631
H 1.533 3.006 3.304
H 0.400 4.337 0.892
H -0.318 3.855 2.433
H -1.974 3.909 0.479
H -1.835 2.322 1.254
H -2.050 3.676 -1.690
H -2.311 3.737 -3.945
H -1.816 2.970 -6.238
H -0.180 1.140 -6.581
H 0.948 0.093 -4.654
C 2.382 -2.316 3.410
O 2.717 -2.609 2.032
C 2.105 -1.902 1.113
O 1.162 -1.134 1.337
N 2.594 -2.163 -0.125
N 2.186 -1.326 -1.162
H 3.005 -2.978 3.999
H 1.330 -2.521 3.595
H 2.612 -1.276 3.628
H 3.480 -2.647 -0.176
H 1.943 -1.857 -1.987
H 2.904 -0.642 -1.376
C -3.587 -2.123 -1.602
N -2.378 -2.906 -1.046
C -2.770 -3.452 0.344
N -3.192 -2.399 1.196
C -4.324 -1.680 0.608
N -3.983 -1.107 -0.695
C -3.006 -0.016 -0.594
P -1.413 -0.583 0.153
C -1.156 -2.037 -0.966
C -2.099 -1.506 1.599
H -4.380 -2.856 -1.738
H -3.284 -1.714 -2.565
H -2.191 -3.696 -1.665
H -1.897 -3.970 0.739
H -3.579 -4.160 0.168
H -4.637 -0.886 1.282
H -5.155 -2.374 0.481
H -3.430 0.787 0.010
H -2.810 0.397 -1.586
H -0.326 -2.640 -0.597
H -0.912 -1.679 -1.967
H -2.471 -0.797 2.340
H -1.296 -2.076 2.067

Force components x, y, z for each atom (eV/Å):
0.36 0.37 0.05
0.11 -0.07 0.00
0.00 0.04 0.01
-0.02 0.00 -0.02
0.00 -0.02 -0.03
0.05 -0.02 0.03
-0.07 0.05 0.00
-0.01 -0.01 -0.05
0.00 0.07 -0.12
-0.01 -0.12 0.17
0.07 0.00 -0.01
-0.03 -0.09 -0.03
-0.07 -0.05 -0.03
0.04 -0.01 0.06
0.01 -0.02 -0.01
-0.02 0.02 0.04
-0.02 0.02 -0.05
0.04 -0.04 -0.01
-0.01 0.01 -0.02
0.02 0.02 0.07
-0.08 -0.09 -0.12
-0.01 0.01 0.02
-0.01 0.01 -0.01
-0.02 0.00 -0.02
0.01 -0.01 -0.03
0.01 0.01 0.01
0.03 0.03 0.02
-0.04 -0.01 0.03
-0.01 0.04 0.00
-0.02 -0.01 -0.01
0.01 0.01 0.00
0.02 -0.02 -0.01
0.01 -0.01 0.02
0.00 0.01 0.03
-0.01 0.01 0.02
0.02 -0.03 -0.03
0.01 0.01 0.12
-0.07 -0.03 -0.01
0.02 -0.02 -0.04
-0.06 0.09 0.03
-0.15 -0.02 0.05
0.01 -0.01 -0.01
-0.01 0.00 -0.02
0.00 0.02 -0.01
0.04 -0.01 0.01
0.04 -0.07 -0.01
0.03 0.05 -0.03
0.03 0.02 0.07
-0.02 0.03 0.04
0.01 0.08 -0.02
0.04 0.01 0.01
0.06 0.00 -0.04
0.04 0.02 0.00
-0.07 -0.06 -0.02
-0.19 -0.09 -0.06
-0.06 -0.03 0.01
-0.08 -0.06 -0.03
-0.02 -0.02 0.00
0.01 0.01 -0.02
0.01 -0.01 -0.01
0.01 0.00 0.01
-0.02 -0.01 0.00
0.01 0.01 0.00
-0.01 -0.01 0.00
0.00 0.00 0.01
0.01 0.00 -0.01
0.02 -0.02 0.01
0.01 0.02 -0.02
0.00 0.00 0.00
0.01 -0.01 0.02

=====

The following is a DFT calculation (wB97M-V/def2-TZVPD) of the ion C19H20N3O3 with charge +1.

Output
Frontier orbital gap, eV: 8.735
Strongest force on any atom, hartree/bohr: 0.0399
SMILES: COC(=O)c1ccc(OCC[N@@H+]2C3=NCCN3c3ccccc32)cc1
E_HOMO, eV: -11.690
E_LUMO, eV: -2.955
Charge: +1
Calculated total energy, eV: -30633.59391

Positions of all 45 atoms, in Å:
C 5.038 -0.835 -3.922
O 3.729 -0.515 -3.463
C 3.248 -1.283 -2.484
O 3.858 -2.189 -1.973
C 1.871 -0.893 -2.077
C 1.266 0.276 -2.520
C -0.004 0.620 -2.089
C -0.680 -0.214 -1.207
O -1.915 0.040 -0.662
C -2.496 1.317 -0.784
C -3.221 1.625 0.528
N -2.323 1.403 1.708
C -0.925 1.743 1.481
N -0.394 2.782 0.997
C 1.039 2.520 0.978
C 1.247 1.070 1.527
N -0.118 0.709 1.843
C -0.867 -0.374 2.235
C -0.510 -1.644 2.648
C -1.533 -2.516 2.990
C -2.866 -2.137 2.928
C -3.231 -0.859 2.516
C -2.217 0.000 2.169
C -0.093 -1.411 -0.793
C 1.172 -1.743 -1.222
H 5.260 -0.132 -4.720
H 5.067 -1.861 -4.295
H 5.759 -0.737 -3.109
H 1.792 0.920 -3.207
H -0.455 1.523 -2.469
H -1.742 2.089 -0.967
H -3.226 1.332 -1.602
H -4.080 0.963 0.648
H -3.548 2.665 0.516
H -2.689 1.981 2.473
H 1.531 3.275 1.592
H 1.394 2.632 -0.047
H 1.873 1.051 2.421
H 1.666 0.396 0.775
H 0.525 -1.941 2.695
H -1.284 -3.515 3.313
H -3.636 -2.839 3.204
H -4.269 -0.570 2.477
H -0.655 -2.065 -0.144
H 1.644 -2.661 -0.905

Force components x, y, z for each atom (eV/Å):
0.44 -0.22 -0.03
-0.40 0.19 0.04
0.17 -0.15 0.09
-0.04 0.06 -0.09
-0.13 0.10 0.00
0.20 -0.25 0.08
-0.37 0.14 0.12
0.30 -0.16 0.00
0.01 -0.08 0.03
-0.04 0.31 -0.08
-0.27 -0.11 -1.16
-0.24 -0.02 0.40
1.74 1.01 -0.44
-1.60 -0.09 0.19
0.42 -0.02 0.01
0.60 -0.09 -0.07
-0.47 0.09 0.12
-0.45 -0.13 0.14
-0.02 0.31 -0.07
-0.12 0.04 -0.02
-0.04 -0.07 0.02
0.12 0.26 -0.09
0.22 -1.03 0.48
-0.21 0.14 -0.05
0.10 0.13 -0.10
-0.03 -0.03 0.05
0.01 0.10 0.02
-0.05 0.00 -0.09
0.03 0.06 -0.07
-0.06 0.09 -0.02
-0.14 -0.14 0.02
0.06 0.06 0.14
0.10 0.11 0.16
0.05 -0.07 0.14
0.16 -0.04 -0.05
0.06 -0.10 -0.04
0.07 -0.05 0.09
-0.02 -0.03 -0.08
-0.03 0.02 0.05
0.14 -0.03 0.00
0.02 -0.10 0.04
-0.08 -0.06 0.03
-0.15 0.03 -0.01
-0.06 -0.08 0.07
0.04 -0.09 0.04

=====

The following is a DFT calculation (wB97M-V/def2-TZVPD) of a cluster of 2 separate species, C5H6ClFO3 in total.

Output
Frontier orbital gap, eV: 10.594
Strongest force on any atom, hartree/bohr: 0.0832
SMILES: COC(=O)C=C=O.FCCl
E_HOMO, eV: -9.885
E_LUMO, eV: 0.710
Calculated total energy, eV: -26662.84705
Energy relative to the best compared isomer or geometry (same formula, charge and spin), kJ/mol: 0.00

Positions of all 16 atoms, in Å:
C -3.074 0.400 0.198
O -1.916 -0.460 0.672
C -0.969 -0.835 -0.187
O -0.906 -0.362 -1.306
C 0.028 -1.740 0.438
C 1.145 -2.003 -0.114
O 2.071 -2.198 -0.744
H -3.474 1.085 1.071
H -3.821 -0.343 0.007
H -2.845 1.102 -0.570
H -0.114 -1.927 1.498
F 2.037 0.986 0.847
C 2.665 1.547 -0.205
Cl 4.422 1.077 -0.079
H 2.200 1.034 -1.180
H 2.552 2.635 -0.344

Force components x, y, z for each atom (eV/Å):
0.42 0.08 2.94
-1.32 0.92 0.66
0.35 1.32 -1.20
0.26 -0.72 0.27
-3.40 1.03 2.38
0.98 -0.02 -1.60
1.44 -0.42 -0.41
1.25 -1.77 -1.24
-0.55 0.05 -0.65
0.49 -0.20 -0.93
0.13 -0.23 -0.22
-0.33 0.59 0.47
-0.22 -1.72 -3.14
-0.94 0.53 -0.24
1.29 1.04 2.03
0.17 -0.47 0.86

=====

Question: Number 1 is which compound?
Answer: CH7N2